Entry 1:
Formula: C10H47N3O21
Source: the Open Molecules 2025 dataset
Level of theory: the ωB97M-V functional and the def2-TZVPD basis

Properties
- HOMO energy: -9.7 eV
- Largest force on an atom: 5.17 eV/Å
- 2S+1: 1

```
81
Properties=species:S:1:pos:R:3:forces:R:3:lowdin_charge:R:1
N -1.5949 -0.8423 -2.5485 1.83 -0.28 3.62 0.221
N 3.2751 -3.1336 -2.0626 -3.01 -0.51 3.05 0.210
C -1.0783 -0.8758 -1.4860 -2.28 0.30 -3.83 -0.078
C 2.4706 -3.3264 -1.2136 4.05 0.57 -3.15 -0.134
N 0.1983 -1.8462 0.2771 0.10 -0.07 0.11 0.153
O 0.3117 -3.0586 -0.4696 -0.96 1.61 0.09 -0.129
C -0.5104 -0.8453 -0.1809 1.04 -2.07 1.41 -0.182
C -1.1255 2.5531 2.3994 -0.26 -0.71 -0.85 -0.087
C -2.0632 2.2008 1.4426 -0.22 -1.11 0.53 -0.048
C -0.0175 1.7828 2.5612 1.66 -2.13 -1.27 -0.047
C -1.9223 1.0242 0.7004 -0.66 1.10 -0.53 -0.023
C 0.2331 0.6680 1.7078 -2.87 1.81 0.26 0.017
C -0.7745 0.2895 0.7826 2.36 -0.47 0.09 -0.167
C 1.5453 -3.7639 -0.1916 -0.83 1.36 0.00 -0.139
H -1.1396 3.4362 2.9550 -0.70 1.31 0.80 0.075
H -2.9770 2.7335 1.3827 -0.60 0.67 -0.34 0.084
H 0.7609 2.0570 3.2519 0.12 0.11 0.25 0.095
H -2.6535 0.7626 -0.0567 -0.16 0.05 0.11 0.094
H 1.1544 0.2049 1.7372 1.66 -1.14 0.07 0.077
H 1.8842 -3.6164 0.8377 -0.01 0.01 -0.29 0.125
H 1.3690 -4.7978 -0.4026 -0.38 -0.70 0.21 0.102
O 2.9424 2.6717 5.0563 0.01 1.55 0.84 -0.145
H 3.5655 3.4129 5.3497 -1.67 -1.56 -0.57 0.062
H 2.0032 2.9183 5.3409 1.66 0.02 -0.44 0.001
O -1.3019 5.5706 4.3605 -0.67 1.97 0.30 -0.111
H -1.4046 6.1721 3.5534 0.06 -1.22 1.57 0.067
H -1.6649 6.0613 5.1675 0.60 -0.89 -1.97 0.100
O -4.1225 4.7248 2.8811 -0.14 1.20 -1.20 -0.122
H -3.2559 4.9383 2.4045 -1.77 0.04 0.56 0.021
H -4.8489 5.3123 2.4926 1.85 -1.18 0.58 0.093
O -5.7933 2.4783 2.0548 1.92 -0.07 -0.41 -0.140
H -5.1115 3.0756 2.5044 -1.03 -1.00 -1.02 0.018
H -5.3187 1.9393 1.3420 -0.94 1.34 1.56 0.019
O 5.6108 -2.9287 -0.2031 0.38 -1.75 -0.61 -0.144
H 5.0679 -3.2643 -0.9882 1.43 0.46 1.46 -0.014
H 6.3270 -3.6138 0.0006 -1.73 1.39 -0.80 0.064
O 1.7317 -5.7397 2.2990 -1.31 -0.65 1.42 -0.116
H 1.1779 -6.5847 2.2436 1.10 1.92 0.45 0.078
H 1.5467 -5.2995 3.1910 0.19 -1.27 -1.87 0.077
O 6.3126 -4.0195 -3.1457 1.69 1.04 -0.30 -0.140
H 7.2863 -4.2726 -3.2535 -2.11 0.93 0.20 0.066
H 6.2330 -3.0174 -3.2598 0.25 -2.05 0.04 0.060
O 4.3148 -1.9019 -4.9060 -0.90 -1.07 -1.37 -0.151
H 4.3207 -2.4812 -5.7356 -0.26 1.31 1.94 0.061
H 3.3529 -1.7664 -4.6232 1.44 -0.21 -0.59 -0.006
O 0.4062 3.7636 5.7448 -0.08 1.70 0.76 -0.119
H -0.1352 4.3632 5.1356 0.95 -0.69 1.13 0.028
H 0.7188 4.3152 6.5333 -0.89 -0.99 -1.85 0.091
O 0.0941 -3.1587 -3.6521 -1.95 -1.00 -0.40 -0.121
H -0.4985 -3.4804 -2.8976 1.05 0.87 -1.77 0.064
H -0.4277 -3.2322 -4.5159 0.77 -0.01 2.01 0.098
O -1.9559 5.9236 1.2913 1.04 1.85 -0.21 -0.119
H -1.0806 5.5484 0.9495 -1.27 0.35 0.22 0.028
H -1.9640 6.9191 1.1109 0.10 -2.25 0.19 0.094
O 1.8525 -0.9931 -4.0616 -1.16 0.07 1.50 -0.120
H 1.0144 -1.5590 -4.0945 1.66 1.01 0.68 0.033
H 1.9702 -0.6591 -3.1138 -0.43 -0.95 -2.03 0.083
O 0.0304 4.3872 0.3205 1.69 -1.35 0.18 -0.086
H -0.2148 3.4168 0.1726 0.65 1.98 0.40 0.087
H 0.9952 4.4260 0.6228 -2.07 -0.44 -0.73 0.108
O 3.8104 1.4143 0.3999 -0.29 -0.87 1.84 -0.125
H 3.4798 1.8450 1.2537 0.86 -1.29 -1.65 0.057
H 4.0747 0.4605 0.6099 -0.58 2.12 -0.15 0.068
O -0.3298 -7.2005 -1.7696 0.65 1.91 -0.06 -0.122
H -0.7526 -6.3413 -2.0962 1.24 -1.80 0.80 0.056
H 0.6253 -7.0001 -1.5025 -1.81 -0.11 -0.80 0.022
O -4.2968 0.3705 -1.7748 -1.52 -2.11 0.48 -0.122
H -4.3665 -0.5248 -2.2410 0.12 2.00 1.08 0.103
H -4.9977 0.4017 -1.0458 1.28 -0.45 -1.23 0.051
O -1.4756 0.5664 -5.1012 1.30 0.97 1.13 -0.146
H -1.2592 0.1791 -4.1918 -0.40 1.11 -1.86 -0.020
H -0.9799 1.4433 -5.1964 -0.99 -2.04 0.52 0.068
O -5.7313 0.1103 0.6547 -1.24 -0.83 1.35 -0.113
H -5.3958 -0.2012 1.5570 -1.01 0.65 -1.84 0.108
H -6.7428 0.1060 0.6760 2.18 0.02 0.36 0.112
O 2.5491 -6.5772 -2.2234 0.92 1.03 -1.27 -0.117
H 3.4696 -6.1758 -2.0997 -1.99 -0.68 -0.63 0.080
H 2.2433 -6.3793 -3.1674 1.01 -0.23 1.98 0.090
O -3.4131 2.7416 -2.4374 -1.10 -0.20 -1.06 -0.153
H -3.6880 1.8164 -2.1338 0.24 1.56 -1.13 -0.029
H -3.9456 2.9724 -3.2662 1.13 -0.85 1.93 0.061
```
Forces are in eV/Å.

***

Entry 2:
Formula: C27H32BrF17N2O6
Source: the Open Molecules 2025 dataset
Level of theory: the ωB97M-V functional and the def2-TZVPD basis

Properties
- HOMO energy: -9.2 eV
- Largest force on an atom: 1.90 eV/Å
- Energy relative to the best compared isomer or geometry (same formula, charge and spin): 0.00 kcal/mol
- 2S+1: 1

```
85
Properties=species:S:1:pos:R:3:forces:R:3:lowdin_charge:R:1
C 6.3936 2.4553 -2.2573 0.08 -0.14 -0.31 -0.137
C 5.2909 1.4314 -2.0497 -0.16 0.46 0.09 -0.275
C 4.0023 1.9798 -1.4423 0.20 0.11 0.41 -0.611
Br 4.3502 3.2543 0.0196 -0.09 0.06 -0.02 0.784
C 3.1579 0.9054 -0.8665 -0.17 -0.28 0.01 -0.272
C 3.4397 -0.0576 0.0608 0.03 0.10 -0.15 0.036
N 2.3212 -0.8019 0.2835 -0.41 1.28 -1.25 0.146
C 2.2980 -2.0079 1.3468 0.07 -1.86 0.39 -0.685
O 2.2942 -1.5457 2.4536 -0.07 0.45 0.65 0.079
O 2.3302 -3.0738 0.7725 0.02 0.34 -0.04 0.063
C 1.3565 -0.3155 -0.4827 0.42 -0.10 0.07 -0.120
C -0.0616 -0.7884 -0.5351 -0.01 -0.05 0.47 -0.348
F -0.4964 -0.8488 -1.8134 0.01 0.21 -0.07 0.156
F -0.1153 -2.0095 0.0035 -0.22 -0.02 -0.28 0.166
C -1.0220 0.1307 0.3156 0.03 -0.49 0.27 -0.334
F -0.9847 -0.3802 1.5577 -0.06 0.14 0.15 0.165
F -0.5585 1.3895 0.3989 -0.01 0.27 -0.42 0.156
C -2.5221 0.1168 -0.0924 -0.04 -0.16 -0.14 -0.325
F -2.8470 -1.1892 -0.1796 -0.10 0.03 0.02 0.159
F -3.2136 0.6418 0.9304 0.14 0.20 -0.02 0.159
C -3.0544 0.7867 -1.4299 0.02 0.06 0.12 -0.329
F -4.3259 1.1566 -1.1889 -0.10 -0.07 0.06 0.168
F -3.0695 -0.1660 -2.3680 0.12 -0.01 -0.10 0.167
C -2.3943 2.0374 -2.1015 -0.15 0.05 -0.24 -0.327
F -1.0880 1.8144 -2.3645 0.14 -0.09 0.41 0.140
F -3.0082 2.1466 -3.2901 0.05 0.02 -0.05 0.171
C -2.6117 3.4059 -1.3669 -0.22 -0.02 -0.44 -0.335
F -2.6187 3.2484 -0.0368 0.30 -0.11 0.10 0.173
F -3.8314 3.8358 -1.7311 -0.03 -0.04 0.08 0.168
C -1.6276 4.5496 -1.7975 -0.18 0.22 0.32 -0.337
F -1.3927 4.4578 -3.1171 0.00 -0.09 0.06 0.175
F -2.2725 5.7058 -1.5536 -0.02 0.00 -0.03 0.168
C -0.2698 4.6968 -1.0608 -0.22 0.06 -0.31 -0.563
F 0.3182 5.7860 -1.5400 0.15 0.14 0.08 0.197
F 0.5246 3.6593 -1.3097 0.20 -0.33 0.14 0.165
F -0.4463 4.8284 0.2450 0.08 -0.06 0.02 0.200
N 1.8391 0.7201 -1.1914 0.13 0.05 0.04 0.215
H 7.0474 2.1146 -3.0553 0.15 -0.07 -0.06 0.074
H 7.0018 2.5817 -1.3704 -0.03 0.20 0.18 0.063
H 5.9903 3.4131 -2.5715 -0.02 0.20 0.07 0.069
H 5.0053 1.0476 -3.0268 -0.04 -0.44 -0.01 0.120
H 5.6362 0.6286 -1.4078 0.14 -0.28 -0.14 0.108
H 3.4431 2.5565 -2.1700 -0.08 0.09 -0.12 0.093
H 4.3548 -0.2517 0.5849 0.08 -0.05 0.12 0.154
H 1.3297 1.2775 -1.8551 -0.21 0.03 -0.05 0.159
C -2.0840 -4.5603 -0.1157 -0.04 -0.06 -0.16 -0.022
C -2.4521 -5.9918 0.1851 0.02 0.08 0.08 -0.494
O -2.9938 -6.6926 -0.6403 -0.05 -0.02 0.05 0.050
C -2.1032 -6.4974 1.5611 -0.11 -0.16 -0.07 -0.013
H -2.3786 -4.3089 -1.1327 -0.01 0.01 0.00 0.079
H -2.5897 -3.8908 0.5819 0.10 0.01 0.08 0.083
H -1.0066 -4.4258 -0.0086 -0.01 0.05 0.10 0.085
H -2.6041 -5.8958 2.3218 0.08 0.07 0.02 0.084
H -1.0268 -6.4232 1.7233 0.00 0.09 0.04 0.090
H -2.4132 -7.5348 1.6570 0.00 -0.01 0.00 0.081
C -1.3685 -1.6368 5.2646 0.01 -0.21 -0.04 -0.017
C -2.6604 -2.1520 4.6775 -0.04 0.13 0.02 -0.504
O -2.8626 -3.3299 4.5021 0.01 -0.05 -0.04 0.063
C -3.6955 -1.1100 4.3065 0.01 -0.23 -0.09 -0.020
H -0.7026 -2.4690 5.4759 0.01 -0.02 -0.01 0.084
H -0.8817 -0.9646 4.5557 -0.01 0.08 0.05 0.080
H -1.5673 -1.0895 6.1875 -0.01 0.10 -0.05 0.084
H -3.2753 -0.4360 3.5575 -0.01 0.10 0.08 0.067
H -3.9845 -0.5300 5.1837 0.08 0.09 -0.02 0.084
H -4.5739 -1.6013 3.8955 -0.01 -0.01 0.00 0.081
C 3.4577 6.5580 4.5376 0.09 -0.14 -0.02 -0.023
C 3.2576 6.2494 3.0732 0.03 0.03 0.10 -0.501
O 3.8377 5.3356 2.5362 -0.01 0.01 -0.07 0.023
C 2.3026 7.1448 2.3210 0.05 -0.11 -0.09 -0.020
H 4.1634 5.8509 4.9652 0.01 -0.01 0.00 0.082
H 3.8438 7.5714 4.6576 -0.08 0.04 0.02 0.085
H 2.5078 6.4859 5.0695 -0.02 0.09 0.00 0.085
H 2.6477 8.1789 2.3652 -0.06 0.02 0.07 0.086
H 1.3080 7.0941 2.7678 0.02 0.07 0.04 0.086
H 2.2495 6.8302 1.2838 -0.01 -0.03 -0.09 0.073
C -1.2061 -6.6266 -3.3588 0.31 0.20 -0.06 -0.019
C -1.3325 -5.7756 -4.5953 -0.09 -0.09 0.00 -0.505
O -0.4093 -5.1322 -5.0382 0.03 0.04 0.01 0.060
C -2.6915 -5.7612 -5.2585 0.10 0.13 -0.11 -0.025
H -0.1904 -6.5574 -2.9748 0.02 -0.02 -0.01 0.086
H -1.9026 -6.2807 -2.5943 -0.10 -0.18 -0.06 0.049
H -1.4334 -7.6681 -3.5902 -0.13 0.01 0.05 0.091
H -3.4444 -5.3942 -4.5593 -0.03 -0.10 0.03 0.083
H -2.9702 -6.7709 -5.5631 -0.06 -0.02 0.08 0.083
H -2.6637 -5.1157 -6.1330 0.00 0.01 -0.01 0.077
```
Forces are in eV/Å.

***

Entry 3:
Formula: C4H5NO
Source: the Open Molecules 2025 dataset
Level of theory: the ωB97M-V functional and the def2-TZVPD basis

Properties
- HOMO energy: -10.1 eV
- Largest force on an atom: 0.56 eV/Å
- Energy relative to the best compared isomer or geometry (same formula, charge and spin): 42.32 kcal/mol
- 2S+1: 1

```
11
Properties=species:S:1:pos:R:3:forces:R:3:lowdin_charge:R:1
O 1.0955 -1.5159 -0.8509 0.25 0.16 0.29 0.027
C 1.6490 -0.8602 0.0058 -0.06 -0.06 -0.06 -0.359
N 0.9937 -0.1127 0.9416 0.10 0.06 -0.10 0.011
C -0.4377 0.0831 0.8140 -0.13 -0.10 0.06 -0.211
C -0.8041 1.1074 -0.1725 -0.18 -0.01 -0.54 -0.115
C -1.1195 1.7266 -1.1525 0.10 -0.29 0.36 0.114
H 2.7480 -0.8260 0.1314 -0.15 -0.03 -0.06 0.131
H 1.5267 0.5642 1.4657 -0.01 -0.10 -0.04 0.132
H -0.8414 -0.8527 0.4171 0.00 0.03 0.21 0.125
H -0.8761 0.2613 1.7999 0.08 0.06 -0.18 0.120
H -1.4148 2.1651 -2.0735 0.01 0.27 0.06 0.025
```
Forces are in eV/Å.

***

Entry 4:
Formula: C3H9FN3
Source: the Open Molecules 2025 dataset
Level of theory: the ωB97M-V functional and the def2-TZVPD basis

Properties
- Charge: +1
- HOMO energy: -13.6 eV
- Largest force on an atom: 3.99 eV/Å
- Energy relative to the best compared isomer or geometry (same formula, charge and spin): 69.14 kcal/mol
- 2S+1: 1

```
16
Properties=species:S:1:pos:R:3:forces:R:3:lowdin_charge:R:1
C 1.0539 -1.0219 -0.9046 -1.63 -0.98 0.28 -0.264
C -0.7129 0.6595 1.5248 0.61 -1.10 -3.78 -0.332
C -0.1019 -0.5181 0.0595 -1.61 -2.42 0.04 -0.059
N 2.3339 -0.6780 -0.8496 2.31 2.68 1.69 0.077
N -2.0454 0.7154 1.3999 -2.15 0.63 -0.40 0.089
N -0.0545 0.0987 -1.2993 -1.95 0.26 -0.38 0.076
F -0.0781 1.7813 1.1591 0.48 0.92 -0.09 0.033
H 0.9826 -1.8914 -1.6097 -0.98 0.62 1.16 0.171
H -0.3092 0.2146 2.3560 0.78 -0.89 2.04 0.118
H -1.0068 -1.2579 0.1107 2.01 1.08 -0.24 0.139
H 3.0904 -1.0841 -1.4580 -1.51 0.91 0.96 0.150
H -2.6923 0.4895 2.2399 1.49 0.71 -2.45 0.175
H -2.3634 1.2305 0.4944 0.14 -1.24 2.81 0.167
H 0.2760 1.0155 -1.1049 0.43 1.25 -0.68 0.115
H -0.9139 0.0751 -1.9111 1.41 -0.12 0.68 0.182
H 2.5416 0.1712 -0.2070 0.19 -2.32 -1.65 0.165
```
Forces are in eV/Å.

***

no.,HOMO-LUMO gap (eV)
1,8.76
2,9.28
3,10.96
4,10.46